# 1
This record from the Open Molecules 2025 dataset describes a cluster of 12 separate species, C30H93O39P9 in total at a distorted geometry. The level of theory is ωB97M-V/def2-TZVPD.

Element x y z (Å)
C -0.09750 -3.72427 6.25830
O -0.31484 -3.27411 4.92561
P 0.38799 -3.99511 3.61701
O -0.00340 -5.41125 3.40987
O 1.95405 -3.73178 3.82437
C 2.95555 -4.49567 3.03823
O -0.06021 -2.93887 2.41934
C -1.44925 -2.80253 2.13142
H 0.51869 -2.96286 6.73649
H 0.50745 -4.62971 6.30647
H -0.98536 -3.84057 6.87981
H 3.77074 -3.85763 2.69695
H 2.54374 -5.12215 2.24701
H 3.50598 -5.11779 3.74399
H -1.99296 -3.51031 2.75714
H -1.74348 -3.05580 1.11290
H -1.84830 -1.82384 2.39795
C 1.50697 6.77968 6.34849
O 2.03617 5.88315 5.36661
P 1.11957 4.58130 4.98747
O 0.31910 4.06835 6.13332
O 0.23065 5.05291 3.69976
C -0.66839 4.12878 3.12393
O 2.14572 3.46653 4.40694
C 2.82082 3.79563 3.18907
H 1.22653 7.73422 5.90317
H 2.36276 7.07710 6.95451
H 0.69780 6.43853 6.99421
H -0.30827 3.10283 3.04751
H -0.83724 4.35200 2.07048
H -1.63818 4.14133 3.62139
H 2.94321 2.91423 2.55957
H 3.81470 4.20026 3.38031
H 2.34249 4.56193 2.57909
C 2.36266 -0.47235 3.28589
O 3.58789 -1.06666 3.32317
P 4.44227 -1.35103 4.74927
O 3.60802 -1.66236 5.91636
O 5.44090 -2.51837 4.34866
C 6.28046 -2.30756 3.25049
O 5.39984 -0.03457 4.90329
C 4.81742 1.24888 5.19828
H 1.82593 -0.67583 4.21250
H 1.72034 -0.95728 2.55079
H 2.34612 0.61751 3.29131
H 6.12588 -1.40212 2.66364
H 6.08571 -3.11634 2.54618
H 7.34074 -2.31631 3.50313
H 3.78644 1.19688 5.54824
H 4.77348 1.95376 4.36803
H 5.32374 1.82171 5.97520
C -2.67040 -0.37871 -4.40393
O -1.85957 -1.56255 -4.76475
P -0.60922 -1.97677 -3.76761
O -0.83486 -1.70881 -2.34370
O -0.30673 -3.50815 -4.21953
C -1.18294 -4.47654 -3.59243
O 0.63814 -1.16736 -4.38279
C 1.03166 -1.20313 -5.74992
H -3.68464 -0.74889 -4.55357
H -2.62575 0.51637 -5.02435
H -2.67689 -0.18048 -3.33212
H -0.74547 -5.46712 -3.71686
H -2.13432 -4.48885 -4.12424
H -1.45203 -4.30918 -2.54952
H 1.97104 -1.74585 -5.85539
H 1.16031 -0.17044 -6.07411
H 0.26148 -1.69525 -6.34384
C -4.66028 -0.20485 1.35718
O -5.09301 0.19447 2.61065
P -3.98301 0.84044 3.63749
O -3.21267 2.03490 3.16848
O -4.86986 0.96182 4.99057
C -5.99894 1.75676 4.98525
O -3.02389 -0.42192 4.02582
C -2.25638 -0.40539 5.22696
H -3.96530 -1.04419 1.38204
H -4.36112 0.68603 0.80498
H -5.49328 -0.56731 0.75484
H -6.20705 2.17163 3.99901
H -5.87869 2.57395 5.69648
H -6.81617 1.08289 5.24240
H -1.35302 -0.99076 5.05556
H -2.84018 -0.88324 6.01368
H -1.98029 0.60656 5.52335
C -0.64204 2.33488 -3.21711
O -0.42664 2.31557 -4.63721
P -0.98904 3.53906 -5.58377
O -0.89231 4.87369 -4.91892
O -0.06131 3.44727 -6.93059
C 0.16955 4.53820 -7.80464
O -2.44319 3.02697 -6.04306
C -3.57869 3.86749 -6.23572
H -1.40775 3.07082 -2.97179
H 0.31182 2.42738 -2.69780
H -0.94772 1.33569 -2.90682
H -0.37953 5.42909 -7.49981
H -0.09640 4.36286 -8.84705
H 1.23941 4.74596 -7.78623
H -4.45376 3.71447 -5.60411
H -3.93198 3.67171 -7.24812
H -3.33335 4.92760 -6.29954
C -4.46561 -2.43644 -1.77056
O -5.27978 -1.88399 -2.78610
P -6.30235 -2.81047 -3.62456
O -7.20018 -3.66606 -2.75135
O -7.21030 -1.73263 -4.54255
C -8.49754 -2.08937 -4.97122
O -5.36756 -3.58472 -4.68255
C -4.64053 -2.95159 -5.76744
H -4.91771 -2.18857 -0.81022
H -3.43183 -2.11919 -1.90749
H -4.39914 -3.52223 -1.83942
H -9.30129 -1.44923 -4.60747
H -8.74709 -3.12900 -4.75909
H -8.65409 -1.94882 -6.04072
H -5.04461 -1.95214 -5.92842
H -4.77774 -3.40844 -6.74752
H -3.55341 -2.94994 -5.68821
C 2.02555 -2.18828 0.02539
O 2.27173 -3.07669 -1.07398
P 3.56794 -4.04331 -1.02199
O 4.71764 -3.48478 -0.25141
O 3.93376 -4.25284 -2.61519
C 2.92590 -4.65840 -3.56875
O 3.00021 -5.47078 -0.54709
C 3.92050 -6.54103 -0.72463
H 2.60358 -2.46845 0.90601
H 0.99862 -2.31383 0.36853
H 2.08211 -1.13734 -0.25821
H 3.20777 -4.24248 -4.53604
H 1.87956 -4.40833 -3.39343
H 3.02571 -5.73618 -3.69730
H 3.81905 -7.18351 0.15002
H 4.96318 -6.22363 -0.71166
H 3.58747 -7.11485 -1.58946
C 3.46434 -0.38076 -2.80462
O 4.29135 0.57918 -2.14710
P 3.69712 1.62280 -1.06227
O 2.32105 2.11580 -1.34205
O 4.87692 2.72712 -0.83070
C 4.80242 3.67827 0.22341
O 3.79519 0.82740 0.31918
C 4.97910 0.17136 0.70276
H 2.40625 -0.29417 -2.55752
H 3.70307 -1.37721 -2.43288
H 3.58497 -0.40380 -3.88769
H 4.60485 4.67722 -0.16537
H 5.73966 3.72948 0.77754
H 3.98544 3.43053 0.90110
H 5.81736 0.51343 0.09580
H 4.87672 -0.91166 0.77128
H 5.19365 0.58767 1.68702
C 1.09364 5.03580 -0.08886
O 0.73502 3.68762 0.17009
H 0.58621 5.40099 -0.98175
H 0.88367 5.67548 0.76836
H 2.15873 5.07692 -0.31685
H 1.14857 3.10941 -0.47508
C -0.72937 0.58306 0.42149
O -1.83151 -0.13595 -0.07562
H -0.35914 1.38206 -0.22086
H -1.03918 0.97514 1.39020
H 0.08496 -0.13326 0.53034
H -1.52407 -0.68450 -0.80100
C -2.79540 4.16405 0.05393
O -3.39379 4.35328 1.28538
H -3.53362 4.33707 -0.72914
H -1.96467 4.86362 -0.03874
H -2.42291 3.15394 -0.11643
H -3.43110 3.53971 1.79363

## Properties
- DFT total energy: -7206.08198 a.u.
- E_HOMO: -9.37 eV
- Net charge: 0
- Structure (SMILES): COP(=O)(OC)OC.COP(=O)(OC)OC.COP(=O)(OC)OC.COP(=O)(OC)OC.COP(=O)(OC)OC.COP(=O)(OC)OC.COP(=O)(OC)OC.COP(=O)(OC)OC.COP(=O)(OC)OC.CO.CO.CO
- Gap between HOMO and LUMO: 0.3544 Ha

---

# 2
This record from the Open Molecules 2025 dataset describes a structure of composition C32H14AsAuBF21GeO3S2 at a distorted geometry. The level of theory is ωB97M-V/def2-TZVPD.

Element x y z (Å)
Au -0.56853 1.39692 -1.35778
C 1.84968 1.86991 5.71374
C 2.09531 1.70500 4.23101
C 1.66343 2.66930 3.33578
C 1.85564 2.51682 1.96790
C 2.50353 1.38460 1.50540
C 2.94252 0.39418 2.37693
C 2.73537 0.56731 3.73465
S 2.66765 1.16964 -0.23431
C 4.42746 1.16978 -0.39577
O 2.27231 -0.28707 -0.56941
H 1.80615 2.92121 5.99436
H 2.63013 1.38793 6.30184
H 0.89817 1.41415 5.99453
H 1.15805 3.55347 3.70711
H 1.49464 3.27042 1.27680
H 3.41614 -0.50597 1.99906
H 3.07603 -0.19439 4.42676
H 4.81349 0.34279 0.19915
H 4.79842 2.12970 -0.03619
H 4.66285 1.03794 -1.45106
O -0.46871 4.03339 0.07326
B -0.47590 3.41606 -1.13831
O -0.42843 4.23914 -2.22405
C -0.40591 5.51917 -1.63613
C -0.35459 6.73316 -2.26530
C -0.33526 7.85233 -1.43018
C -0.36492 7.72744 -0.05031
C -0.41360 6.47520 0.56534
C -0.43140 5.39634 -0.27735
H -0.33266 6.81378 -3.34406
H -0.29836 8.83938 -1.87139
H -0.35512 8.61761 0.56431
H -0.44228 6.36100 1.64113
F 1.63515 -4.94998 -0.97605
C 1.72806 -3.96814 -1.87681
C 0.92901 -2.83736 -1.80592
C 1.09370 -1.89056 -2.80884
F 0.29718 -0.80699 -2.85662
C 2.02558 -2.02328 -3.81121
F 2.16886 -1.09338 -4.74825
C 2.81917 -3.15470 -3.83610
F 3.72220 -3.30239 -4.79197
C 2.66856 -4.13393 -2.87487
F 3.42977 -5.21982 -2.91650
Ge -0.38167 -2.48693 -0.43866
S -0.01988 -0.47901 0.37391
C -2.22422 -2.54172 -1.18879
C -3.32815 -2.28060 -0.34078
F -3.18374 -2.01150 0.92763
C -4.72571 -2.26310 -0.77564
F -5.66669 -2.07781 0.10160
C -5.01369 -2.46368 -2.09194
F -6.24900 -2.44705 -2.54268
C -3.95299 -2.69069 -2.95579
F -4.17906 -2.88577 -4.22260
C -2.56573 -2.73308 -2.48236
F -1.70588 -2.95271 -3.45338
C -0.27429 -3.75837 1.01013
C -1.21468 -4.72016 1.33619
F -2.32726 -4.88887 0.59490
C -1.06715 -5.57262 2.40730
F -1.99444 -6.47955 2.68743
C 0.06825 -5.47982 3.19091
F 0.22337 -6.28844 4.22535
C 1.04685 -4.55191 2.88684
F 2.14370 -4.48203 3.63056
C 0.86565 -3.71822 1.80292
F 1.85766 -2.86349 1.51627
F -2.53598 -0.43930 -1.67229
As -3.87498 0.68739 -1.46344
F -4.58515 -0.47215 -0.36523
F -2.95804 1.34480 -0.16800
F -5.12620 1.81193 -1.25368
F -2.98925 1.72563 -2.52816
F -4.67011 -0.09828 -2.77282

## Properties
- <S²>: 3.78
- DFT total energy: -8820.01768 a.u.
- E_HOMO (spin up / spin down): -11.55 / -11.53 eV
- Net charge: +1
- 2S+1: 4
- Gap between HOMO and LUMO (spin up / spin down): 0.3065 / 0.1946 Ha

---

# 3
This record from the Open Molecules 2025 dataset describes a structure of composition C19H44ClF3HoP2 at a distorted geometry. The level of theory is ωB97M-V/def2-TZVPD.

Element x y z (Å)
Ho 0.29054 0.13242 0.56695
P -2.33842 -0.92315 0.22191
C -3.14606 -1.32614 -1.39522
C -2.67829 -2.30107 1.48902
C -3.18268 0.67243 0.74214
C -2.10025 -1.92889 -2.36848
H -3.47504 -0.36771 -1.82585
C -4.36245 -2.26914 -1.23100
H -4.02751 -3.25467 -0.87951
H -4.88028 -2.41798 -2.20132
H -5.09710 -1.87189 -0.52650
H -1.31324 -1.19659 -2.59896
H -2.58252 -2.25390 -3.30336
H -1.61506 -2.82365 -1.93362
H -3.22105 1.23564 -0.20278
C -2.32689 1.48870 1.74814
C -4.61383 0.42929 1.26021
H -5.26044 0.01835 0.47483
H -5.05052 1.39794 1.57741
H -4.61602 -0.24362 2.12675
H -1.34442 1.83226 1.34247
H -2.15711 0.93985 2.69620
H -2.88301 2.40316 1.99112
C -1.73313 -3.44070 1.07264
H -3.73205 -2.68188 1.49080
C -2.32479 -1.83132 2.90970
H -1.88339 -3.77855 0.03535
H -1.84274 -4.32567 1.73074
H -0.69108 -3.08330 1.17710
H -1.26752 -1.50434 2.92375
H -2.40225 -2.66942 3.63282
H -2.95720 -1.01378 3.28737
Cl 1.22842 -1.31205 2.23007
H 0.74111 -0.67709 -1.12356
H -0.26806 0.74176 -1.09323
P 5.54260 1.95762 -1.63234
C 5.40990 3.76380 -2.06133
C 7.04312 1.80940 -0.53146
C 5.98410 1.19529 -3.26398
C 4.36114 4.44618 -1.16944
H 5.02143 3.74484 -3.08821
C 6.72391 4.54632 -2.03865
H 7.11668 4.64039 -1.01782
H 6.51301 5.55800 -2.40787
H 7.49763 4.11725 -2.67829
H 3.40103 3.92752 -1.22309
H 4.20726 5.46804 -1.52991
H 4.68134 4.49327 -0.12209
H 5.30448 1.70542 -3.96271
C 5.63405 -0.30457 -3.26670
C 7.41899 1.45659 -3.72581
H 7.63335 2.51961 -3.85039
H 7.55055 0.98210 -4.70784
H 8.16161 1.02300 -3.04324
H 4.59863 -0.46072 -2.93977
H 6.30021 -0.88154 -2.61220
H 5.73248 -0.69018 -4.28681
C 6.77595 2.47597 0.82924
H 7.83213 2.34644 -1.06635
C 7.45719 0.34389 -0.31667
H 6.57476 3.54967 0.76259
H 7.65300 2.33967 1.47059
H 5.92097 1.99539 1.32704
H 6.60863 -0.24194 0.06458
H 8.25390 0.30831 0.43416
H 7.83333 -0.13930 -1.22414
F 3.44015 0.60038 0.05547
C 2.31320 1.37616 -0.19020
F 2.44786 1.88976 -1.47991
F 2.50027 2.48977 0.64863

## Properties
- <S²>: 6.01
- DFT total energy: -3140.83937 a.u.
- E_HOMO (spin up / spin down): -2.92 / -2.94 eV
- Net charge: -1
- 2S+1: 5
- Gap between HOMO and LUMO (spin up / spin down): 0.2046 / 0.2052 Ha

---

# 4
This record from the Open Molecules 2025 dataset describes a structure of composition C36H28Cl5N5OS4Ti at a distorted geometry. The level of theory is ωB97M-V/def2-TZVPD.

Element x y z (Å)
Ti 1.33476 -0.22749 0.23981
C -3.02049 -1.09982 0.89536
C -1.65393 -0.50252 1.07099
N -0.64682 -0.94563 0.38366
N -0.88920 -2.26562 -0.14725
C -0.06360 -3.03932 0.46835
S 1.24847 -2.50499 1.48411
S -0.29593 -4.78348 0.14468
C -1.51844 -5.12248 1.44021
C -1.09916 -4.66821 2.80767
C 0.00530 -5.22642 3.44534
C 0.40497 -4.76486 4.68483
C -0.28972 -3.73549 5.30477
C -1.39082 -3.17627 4.68141
C -1.79299 -3.64463 3.43904
C -1.48976 0.49610 2.13270
C -2.59426 0.98826 2.84747
C -2.43097 1.74489 3.98987
C -1.14962 2.00012 4.47581
C -0.03846 1.53785 3.80904
C -0.19828 0.82079 2.61039
O 0.86678 0.45798 1.94818
H -3.08362 -1.68804 -0.01122
H -3.75662 -0.30110 0.85441
H -3.26116 -1.72408 1.75706
H -1.64729 -6.20766 1.40220
H -2.48558 -4.68413 1.17937
H 0.56841 -6.00581 2.94862
H 1.26878 -5.20049 5.16667
H 0.03149 -3.37012 6.27046
H -1.93469 -2.37043 5.15655
H -2.65232 -3.20243 2.94924
H -3.59786 0.77541 2.51355
H -3.29758 2.11899 4.51501
H -1.02254 2.57183 5.38501
H 0.96650 1.73206 4.15731
C -0.35005 2.59682 0.04030
C 1.10184 2.91412 0.23482
C 1.48055 4.27423 0.37707
C 2.79633 4.59518 0.48848
C 3.76489 3.56089 0.51026
C 5.14987 3.81362 0.65165
C 6.02552 2.76399 0.72043
C 5.55995 1.43905 0.67232
C 4.22178 1.15707 0.53196
S 3.65925 -0.50982 0.54247
C 3.31029 2.23597 0.41983
N 1.98761 1.94581 0.24511
H -0.80749 3.35386 -0.59543
H -0.87613 2.60972 0.99228
H -0.52271 1.63759 -0.46131
H 0.70519 5.02702 0.36739
H 3.11746 5.62392 0.57459
H 5.49243 4.83684 0.71556
H 7.08576 2.94181 0.82990
H 6.26790 0.62707 0.75968
Cl 1.17914 2.67761 -2.71937
C 1.45378 0.98839 -3.09032
C 1.52971 0.01192 -2.09771
C 1.86341 -1.23208 -2.61161
Cl 2.10022 -2.50606 -1.45030
C 2.02151 -1.55941 -3.95246
Cl 2.40099 -3.16095 -4.44164
C 1.85449 -0.55654 -4.89661
Cl 1.99836 -0.90412 -6.57350
C 1.58755 0.73317 -4.45436
Cl 1.42773 1.98714 -5.63293
C -3.93323 -0.67395 -5.06504
N -3.19108 0.55985 -4.92811
C -3.13989 1.59132 -5.83899
C -2.29566 2.52441 -5.35262
N -1.84484 2.05681 -4.14501
C -2.36979 0.83492 -3.87625
S -2.03909 -0.15435 -2.56261
H -4.82750 -0.48668 -5.65702
H -4.20118 -1.01574 -4.06697
H -3.31584 -1.43759 -5.54167
H -3.70720 1.57067 -6.74787
H -1.98293 3.46526 -5.75928
H -1.13265 2.45846 -3.55577

## Properties
- DFT total energy: -6480.94962 a.u.
- E_HOMO: -7.53 eV
- Net charge: 0
- Gap between HOMO and LUMO: 0.2501 Ha